[1]
{
  "formula": "C22H22N3Se2SnTe2",
  "method": "ωB97M-V/def2-TZVPD",
  "species": ["Sn", "Se", "Te", "Te", "Se", "C", "C", "C", "C", "C", "C", "C", "N", "C", "N", "C", "C", "C", "C", "C", "C", "C", "N", "C", "C", "C", "C", "C", "C", "C", "H", "H", "H", "H", "H", "H", "H", "H", "H", "H", "H", "H", "H", "H", "H", "H", "H", "H", "H", "H", "H", "H"],
  "coordinates": [[0.999, -3.033, 0.060], [2.748, -4.127, -1.313], [4.512, -3.282, 0.282], [3.657, -4.225, 2.691], [1.205, -3.627, 2.480], [0.226, 3.438, -2.008], [-0.785, 3.296, -0.906], [-1.726, 4.288, -0.653], [-2.667, 4.157, 0.357], [-2.670, 3.023, 1.155], [-1.732, 2.026, 0.939], [-0.812, 2.160, -0.095], [0.186, 1.164, -0.321], [0.033, -0.173, -0.237], [-1.223, -0.634, -0.386], [-1.797, -1.926, -0.335], [-1.065, -3.092, -0.130], [-1.730, -4.320, -0.073], [-3.101, -4.381, -0.219], [-3.813, -3.210, -0.439], [-3.192, -1.974, -0.497], [-3.998, -0.724, -0.737], [1.104, -0.948, -0.099], [2.392, -0.295, -0.025], [3.155, -0.265, -1.187], [4.413, 0.313, -1.172], [4.898, 0.850, 0.012], [4.123, 0.818, 1.161], [2.848, 0.253, 1.173], [2.022, 0.258, 2.428], [0.022, 4.326, -2.603], [0.219, 2.573, -2.673], [1.243, 3.541, -1.616], [-1.719, 5.179, -1.269], [-3.388, 4.944, 0.527], [-3.386, 2.919, 1.959], [-1.700, 1.160, 1.589], [1.136, 1.479, -0.462], [-1.891, 0.104, -0.556], [-1.173, -5.233, 0.107], [-3.616, -5.331, -0.166], [-4.888, -3.254, -0.567], [-5.049, -0.971, -0.861], [-3.683, -0.201, -1.645], [-3.927, -0.020, 0.097], [2.756, -0.698, -2.095], [5.008, 0.339, -2.075], [5.882, 1.298, 0.041], [4.508, 1.246, 2.079], [2.667, 0.205, 3.303], [1.337, -0.588, 2.470], [1.435, 1.177, 2.507]],
  "total_energy_ev": -178749.5107,
  "homo_energy_ev": -10.33,
  "homo_lumo_gap_ev": 6.941,
  "charge": 1,
  "de_lowest_ev": 0.158
}



[2]
{
  "formula": "C22H22N8ORu",
  "method": "ωB97M-V/def2-TZVPD",
  "species": ["Ru", "N", "C", "C", "N", "C", "C", "N", "C", "C", "N", "H", "H", "H", "H", "H", "H", "O", "C", "C", "C", "C", "C", "C", "N", "H", "H", "H", "H", "H", "H", "H", "N", "C", "C", "C", "C", "C", "N", "C", "C", "C", "C", "C", "N", "H", "H", "H", "H", "H", "H", "H", "H", "H"],
  "coordinates": [[0.156, 0.505, -0.874], [-3.867, 0.506, -0.244], [-3.598, 0.099, 1.041], [-2.246, -0.024, 1.128], [-1.694, 0.329, -0.081], [-2.701, 0.641, -0.892], [-2.355, 1.011, -2.246], [-1.064, 1.019, -2.526], [-0.947, 1.338, -3.859], [-2.196, 1.532, -4.372], [-3.076, 1.317, -3.338], [-4.790, 0.684, -0.611], [-4.377, -0.071, 1.763], [-1.657, -0.336, 1.971], [0.004, 1.418, -4.358], [-2.525, 1.798, -5.362], [-4.080, 1.384, -3.413], [-0.244, -1.969, -2.469], [-0.169, -3.299, -1.972], [0.495, -3.238, -0.624], [0.446, -4.311, 0.247], [1.404, -4.532, 1.238], [2.332, -3.653, 1.781], [2.336, -2.239, 1.708], [1.167, -2.106, -0.410], [-0.461, -1.983, -3.409], [0.417, -3.944, -2.635], [-1.157, -3.750, -1.848], [-0.229, -5.118, -0.005], [1.448, -5.546, 1.624], [3.047, -4.093, 2.467], [3.681, -0.653, 2.228], [0.735, 1.796, 1.973], [1.115, 0.497, 1.982], [1.248, -0.036, 3.338], [2.162, -0.930, 3.708], [3.148, -1.472, 2.718], [1.573, -1.519, 0.814], [1.217, -0.176, 0.845], [0.674, 2.767, 0.960], [0.882, 4.086, 1.342], [0.823, 5.084, 0.393], [0.564, 4.735, -0.927], [0.362, 3.412, -1.230], [0.400, 2.423, -0.303], [0.730, 2.209, 2.896], [0.585, 0.397, 4.080], [2.189, -1.273, 4.735], [3.884, -2.118, 3.188], [1.433, -1.607, -1.255], [1.107, 4.317, 2.375], [0.987, 6.115, 0.675], [0.521, 5.476, -1.712], [0.160, 3.103, -2.242]],
  "spin_multiplicity": 2,
  "total_energy_ev": -39696.0396,
  "homo_energy_ev": [-16.25, -17.06],
  "homo_lumo_gap_ev": [6.819, 6.576],
  "charge": 3
}



[3]
{
  "formula": "C22H23BNO",
  "method": "ωB97M-V/def2-TZVPD",
  "species": ["C", "C", "N", "B", "H", "C", "C", "C", "C", "C", "H", "H", "H", "H", "H", "H", "H", "H", "H", "H", "H", "C", "C", "C", "C", "C", "O", "C", "C", "C", "C", "C", "C", "C", "C", "C", "C", "H", "H", "H", "H", "H", "H", "H", "H", "H", "H", "H"],
  "coordinates": [[-4.082, 5.874, -4.404], [-4.243, 4.387, -4.184], [-4.850, 3.898, -3.077], [-5.436, 4.848, -1.933], [-5.989, 4.266, -0.938], [-4.989, 2.569, -2.897], [-5.683, 2.075, -1.662], [-4.517, 1.662, -3.831], [-3.892, 2.145, -4.973], [-3.755, 3.516, -5.150], [-3.565, 6.000, -5.364], [-5.031, 6.423, -4.491], [-3.459, 6.379, -3.651], [-4.518, 5.465, -1.454], [-6.305, 5.525, -2.422], [-5.740, 0.979, -1.652], [-5.162, 2.376, -0.742], [-6.719, 2.438, -1.607], [-4.664, 0.609, -3.618], [-3.514, 1.468, -5.725], [-3.281, 3.964, -6.017], [-3.234, 1.609, 6.322], [-3.741, 2.851, 5.920], [-4.636, 2.927, 4.851], [-5.038, 1.764, 4.152], [-5.880, 1.811, 2.979], [-6.165, 0.579, 2.487], [-7.021, 0.432, 1.409], [-7.578, 1.571, 0.781], [-8.585, 1.308, -0.193], [-8.865, 0.007, -0.589], [-8.215, -1.087, 0.005], [-7.321, -0.879, 1.052], [-7.089, 2.835, 1.171], [-6.365, 2.951, 2.352], [-4.536, 0.521, 4.596], [-3.639, 0.445, 5.657], [-2.535, 1.545, 7.151], [-3.438, 3.757, 6.447], [-5.045, 3.886, 4.535], [-9.154, 2.159, -0.588], [-9.601, -0.167, -1.382], [-8.411, -2.101, -0.343], [-6.851, -1.708, 1.583], [-7.350, 3.734, 0.602], [-6.174, 3.912, 2.833], [-4.843, -0.393, 4.099], [-3.263, -0.530, 5.967]],
  "total_energy_ev": -27394.3520,
  "homo_energy_ev": -11.71,
  "homo_lumo_gap_ev": 6.669,
  "charge": 1,
  "de_lowest_ev": 0.000
}